Entry 1:
{"formula": "C31H46CoP2", "method": "ωB97M-V/def2-TZVPD", "symbols": ["Co", "C", "C", "C", "C", "C", "C", "H", "H", "H", "C", "H", "H", "H", "C", "H", "H", "H", "C", "H", "H", "H", "C", "H", "H", "H", "C", "C", "C", "C", "C", "C", "C", "C", "H", "H", "H", "H", "H", "H", "H", "H", "H", "H", "H", "H", "P", "C", "C", "P", "C", "C", "C", "H", "H", "H", "H", "H", "H", "H", "H", "H", "H", "H", "H", "H", "H", "C", "C", "C", "C", "C", "C", "C", "C", "H", "H", "H", "H", "H"], "xyz": [[1.669874, -0.865226, -0.283414], [-1.452408, -0.957666, 1.143818], [-1.084795, -2.040156, 0.328650], [0.765291, -1.421043, 1.578714], [-0.327843, -0.525275, 1.858922], [0.308544, -2.336136, 0.531258], [-2.840817, -0.433731, 1.323418], [-3.399955, -0.462633, 0.383640], [-2.807177, 0.601654, 1.676250], [-3.421586, -1.014236, 2.057029], [-0.268797, 0.605677, 2.798571], [-1.247954, 1.094250, 2.874773], [0.469389, 1.337954, 2.453160], [0.031153, 0.267976, 3.797415], [2.013794, -1.525808, 2.363379], [1.798788, -1.525195, 3.434480], [2.666616, -0.663574, 2.177323], [2.548518, -2.448757, 2.118773], [1.020285, -3.541531, 0.042653], [1.006162, -4.338612, 0.803188], [2.072717, -3.296651, -0.202638], [0.526053, -3.919812, -0.868180], [-2.003525, -2.833087, -0.514902], [-2.265185, -3.796520, -0.051443], [-1.550763, -3.045715, -1.491219], [-2.950540, -2.303680, -0.685320], [-0.936063, 2.803077, -1.808513], [-2.079047, 2.086971, -1.777046], [-2.298078, 0.658895, -2.175145], [-1.368475, 0.080979, -3.249871], [-0.077055, -0.450976, -2.783702], [1.048218, 0.210324, -2.413370], [1.353074, 1.671862, -2.462889], [0.198209, 2.649664, -2.767041], [-3.317357, 0.608401, -2.590223], [-1.252629, 0.812209, -4.080768], [-2.284463, -0.024093, -1.307275], [-0.193988, 2.408926, -3.781287], [-0.810473, 3.654609, -1.131554], [-2.968853, 2.549818, -1.341019], [0.665551, 3.651787, -2.841277], [1.811932, 1.945128, -1.499982], [1.957701, -0.426799, -2.237177], [2.149363, 1.831787, -3.218403], [-1.887745, -0.778176, -3.703884], [-0.042649, -1.546228, -2.691456], [-0.266758, 1.558963, -5.769054], [-0.520142, 3.329675, -6.152318], [-1.471453, 0.792615, -6.911093], [2.046122, -0.441589, -5.946834], [1.383708, 1.224187, -6.485559], [1.294860, -1.393039, -7.357032], [3.660042, -0.206428, -6.828390], [0.321844, 3.928456, -5.780081], [-1.443665, 3.678374, -5.667536], [-0.610186, 3.455107, -7.238846], [-1.387407, 1.262341, -7.895294], [-2.476763, 0.974892, -6.512008], [-1.321555, -0.286802, -6.995762], [3.495990, 0.049238, -7.883372], [4.234137, -1.137049, -6.770583], [4.224536, 0.594119, -6.339562], [2.078046, 2.004712, -6.128869], [1.311691, 1.298178, -7.585345], [1.834696, -2.340991, -7.439651], [1.410351, -0.840700, -8.295759], [0.239925, -1.607525, -7.175708], [2.215751, 0.777564, 0.310288], [2.426928, 1.788941, 1.001851], [2.953741, 2.739920, 1.895870], [4.245912, 2.463321, 2.387443], [4.779277, 3.218251, 3.429793], [4.053483, 4.309546, 3.952175], [2.806114, 4.644486, 3.398380], [2.251292, 3.884636, 2.361408], [4.777352, 1.604814, 1.967448], [5.744342, 2.937438, 3.850986], [4.469951, 4.882288, 4.791048], [2.250564, 5.498071, 3.817450], [1.273464, 4.137154, 1.937604]], "forces_ev_per_a": [[-1.8716, -1.4550, 0.2336], [0.0601, -0.2358, -0.0682], [0.2659, 0.3513, 0.4215], [-0.7418, -0.5806, -1.6850], [0.0228, -0.8130, -0.2437], [0.0943, 1.6016, 1.0212], [-0.1405, 0.1818, -0.0392], [-0.0981, 0.1000, 0.1412], [-0.1974, -0.1298, -0.1330], [0.2065, 0.1163, -0.1646], [-0.1517, 0.3067, 0.2622], [0.3281, -0.0367, 0.1137], [-0.0540, -0.0325, 0.1299], [-0.0024, 0.1282, -0.0518], [0.5844, 0.0048, 0.4532], [0.0425, -0.1419, 0.0427], [0.0534, -0.2432, 0.1955], [0.0575, 0.1014, 0.1202], [0.0391, -0.5326, -0.1355], [0.2546, 0.0288, -0.3317], [-0.1342, -0.4528, 0.0358], [0.3511, 0.0151, 0.3014], [-0.4053, -0.1256, -0.4014], [0.1291, 0.1602, -0.1123], [-0.1318, -0.1166, 0.0478], [0.2011, -0.1337, -0.0115], [-0.8797, -0.1978, 0.1342], [0.7287, 0.3238, 0.7237], [-0.7109, 0.1363, -1.1675], [-0.9726, -0.5720, -0.0561], [1.9880, -0.2204, 0.9985], [-0.4806, -0.8221, -0.9083], [0.1705, 0.4318, 0.0254], [1.1529, -0.1987, -0.0422], [0.1328, -0.1619, 0.1787], [-0.1069, -0.1286, 0.2942], [0.1413, 0.5139, -0.1309], [0.1234, 0.2890, 0.5129], [-0.5516, 0.0679, -0.5295], [0.4789, -0.2491, 0.6056], [-0.2127, -0.4753, -0.1851], [-0.1396, -0.0065, -0.3157], [-0.6070, 0.4165, -0.2921], [-0.2437, -0.0886, 0.1813], [-0.0027, 0.3433, -0.0207], [0.0435, 0.4412, -0.1308], [0.4650, 1.1379, -2.8452], [-0.2567, 0.2346, 0.7427], [-0.3424, -0.4483, 0.7376], [0.4808, -0.0466, -1.3197], [0.0291, 0.0244, 0.8995], [-0.0804, -0.1425, 0.3904], [0.0682, 0.0078, 0.3406], [-0.2554, -0.2137, -0.0473], [0.2436, 0.0145, -0.1889], [0.0420, -0.1697, 0.2137], [0.1525, 0.0024, 0.1522], [0.1370, -0.0498, -0.1591], [-0.0641, 0.2349, 0.0325], [0.0606, -0.0356, 0.2374], [-0.0159, 0.2017, -0.0129], [0.0617, -0.1845, -0.1032], [-0.3326, -0.2293, -0.0069], [-0.1782, 0.0214, 0.3247], [-0.1691, 0.0549, -0.0133], [-0.0528, -0.1161, 0.1140], [0.1388, -0.1589, -0.0989], [0.9667, 3.5854, 1.7714], [-0.3512, -2.2131, -2.0427], [0.2891, 1.2853, 0.8418], [-0.2004, 0.1547, 0.4367], [-0.4218, 0.3826, -0.0359], [0.0557, -0.4045, -0.3093], [0.1208, 0.0573, 0.1486], [0.5483, -0.5423, 0.1821], [-0.1489, 0.3132, 0.2556], [-0.2051, 0.1898, -0.1068], [-0.2733, -0.2325, -0.4430], [0.3013, -0.4597, -0.3351], [0.3735, -0.1646, 0.2296]], "s_squared": 6.056, "de_lowest_kcal_mol": 56.23, "total_charge": 1, "lumo_ev": [-2.3, -6.6], "spin_multiplicity": 5, "homo_lumo_gap_ev": [6.68, 2.64], "homo_energy_ev": [-8.98, -9.28]}

=====

Entry 2:
{"formula": "C31H46F2N2O8Si", "method": "ωB97M-V/def2-TZVPD", "symbols": ["C", "C", "O", "C", "C", "C", "N", "C", "C", "C", "N", "C", "C", "C", "O", "C", "C", "F", "F", "C", "C", "Si", "C", "C", "C", "C", "C", "C", "C", "C", "H", "H", "H", "H", "H", "H", "H", "H", "H", "H", "H", "H", "H", "H", "H", "H", "H", "H", "H", "H", "H", "H", "H", "H", "H", "H", "H", "H", "H", "H", "H", "H", "H", "H", "C", "C", "C", "O", "C", "O", "O", "H", "H", "H", "H", "H", "H", "C", "C", "C", "O", "C", "O", "O", "H", "H", "H", "H", "H", "H"], "xyz": [[1.989197, -1.065355, 2.526272], [1.164212, -2.017972, 1.690071], [2.014333, -2.714035, 0.785899], [1.388622, -3.136677, -0.411288], [1.941390, -2.401780, -1.637878], [0.903296, -1.543491, -2.371927], [0.578051, -2.130572, -3.706209], [-0.301419, -3.245371, -3.683795], [0.135423, -4.525924, -3.357125], [-0.775933, -5.578141, -3.377192], [-2.056941, -5.447525, -3.724143], [-2.461996, -4.222167, -4.060260], [-1.644566, -3.099409, -4.038940], [1.322825, -0.069900, -2.643524], [2.632376, 0.261126, -2.265800], [2.822292, 0.527853, -0.884963], [0.269857, 0.913901, -2.104430], [0.804015, 2.171114, -2.198021], [0.081724, 0.712280, -0.751218], [-1.085325, 0.840953, -2.761497], [-1.990358, 2.032575, -2.410238], [-3.506697, 1.695356, -1.305055], [-5.045589, 2.324223, -2.187584], [-3.295153, 2.684173, 0.283331], [-3.675731, -0.111106, -0.814725], [-2.681640, -0.759281, -0.059860], [-2.833046, -2.077078, 0.360059], [-3.990750, -2.783598, 0.038668], [-4.988320, -2.162531, -0.704468], [-4.826783, -0.842377, -1.130070], [1.334239, -0.414937, 3.097140], [2.659450, -1.599146, 3.191641], [2.582223, -0.435064, 1.871033], [0.663590, -2.734408, 2.344348], [0.410412, -1.459780, 1.133992], [0.309973, -2.989428, -0.338221], [1.546071, -4.210546, -0.515606], [2.335515, -3.124145, -2.345581], [2.787229, -1.817686, -1.306010], [-0.011193, -1.564606, -1.777609], [0.115520, -1.417150, -4.255619], [1.166039, -4.712574, -3.101534], [-0.441636, -6.572910, -3.120890], [-3.496086, -4.117409, -4.351428], [-2.044760, -2.133226, -4.312369], [1.305186, 0.066199, -3.723351], [2.205104, -0.098385, -0.251564], [2.585682, 1.566850, -0.656846], [3.865444, 0.350592, -0.639621], [-0.963447, 0.753606, -3.839257], [-1.523570, -0.095483, -2.424165], [-2.364135, 2.452771, -3.341283], [-1.420430, 2.829569, -1.939279], [-5.687721, 2.855980, -1.491116], [-4.737624, 3.030037, -2.957198], [-5.622336, 1.552636, -2.689384], [-2.824422, 3.639862, 0.061134], [-4.254878, 2.853447, 0.762827], [-2.641196, 2.141600, 0.963806], [-1.787269, -0.227521, 0.234085], [-2.054173, -2.548279, 0.940913], [-4.121883, -3.804006, 0.364443], [-5.893141, -2.700481, -0.945691], [-5.632954, -0.390022, -1.689218], [-1.220959, 3.187446, 5.868302], [-1.971249, 2.225723, 4.965516], [-2.260856, 0.859396, 5.556968], [-2.272883, 0.016240, 4.398447], [-1.499098, 0.595782, 3.453666], [-1.137733, 0.065429, 2.453942], [-1.181040, 1.856281, 3.814730], [-1.326277, 2.900621, 6.914872], [-0.163016, 3.188645, 5.612280], [-1.592821, 4.204859, 5.765323], [-2.890614, 2.676391, 4.585683], [-3.216422, 0.796017, 6.070176], [-1.460782, 0.527708, 6.223101], [7.314744, 3.136541, 0.118255], [6.091087, 2.741704, 0.925413], [5.617419, 3.764928, 1.938385], [5.016730, 2.947113, 2.947611], [5.600341, 1.724199, 2.900941], [5.465499, 0.879234, 3.721249], [6.361676, 1.615932, 1.786881], [7.448903, 4.218642, 0.118009], [8.204223, 2.671830, 0.539556], [7.229037, 2.815993, -0.918117], [5.269933, 2.448692, 0.267222], [4.885523, 4.465028, 1.544423], [6.452451, 4.314408, 2.380555]], "forces_ev_per_a": [[-0.0384, -0.0612, -0.2313], [0.2020, 0.0791, 0.0470], [0.0782, 0.1371, -0.0115], [0.0229, -0.1527, 0.0636], [-0.1999, -0.1995, 0.0329], [0.1178, -0.2248, -0.3921], [-0.2450, 0.0015, 0.1151], [-0.0921, 0.0135, -0.0464], [-0.2468, -0.1250, 0.1100], [0.0132, 0.5042, -0.1109], [0.0629, 0.0734, -0.0265], [0.3062, 0.0604, 0.1475], [0.1679, -0.4002, 0.0025], [-0.1491, -0.0648, 0.1435], [-0.0421, -0.0618, 0.0237], [0.0896, 0.2965, 0.2070], [0.3249, -0.0557, 0.1364], [-0.1134, 0.1153, -0.1973], [-0.0439, 0.0728, 0.0945], [-0.0180, 0.0557, 0.0025], [-0.3065, -0.3367, 0.0266], [0.0621, 0.1577, 0.3085], [0.2946, -0.0320, -0.0609], [0.1663, -0.2025, -0.3727], [-0.0895, -0.2640, -0.0995], [-0.2194, -0.0551, -0.0755], [-0.2629, 0.1003, -0.2368], [0.0361, 0.3572, -0.1621], [0.2794, 0.2140, 0.0547], [0.1222, -0.3514, 0.2477], [-0.0720, -0.0036, 0.1714], [0.1074, -0.0322, 0.1026], [0.1762, 0.1027, -0.0266], [-0.2397, -0.1036, -0.0029], [-0.1284, 0.0522, -0.0266], [-0.1533, -0.0226, 0.0154], [0.0754, -0.1108, 0.0449], [0.1043, 0.0326, -0.1300], [0.1516, 0.0865, -0.0222], [-0.1318, 0.2109, 0.1745], [0.0361, 0.0809, -0.0410], [0.0735, -0.0221, -0.0142], [-0.0103, -0.1469, 0.0402], [-0.1888, -0.0399, -0.0269], [-0.0340, 0.1045, 0.0070], [0.1647, 0.0869, -0.1305], [-0.0148, -0.1530, 0.0928], [-0.0496, 0.0966, -0.0013], [0.1506, -0.1362, -0.1381], [0.1412, 0.0964, -0.1277], [-0.0903, -0.1974, -0.0109], [-0.0881, 0.1188, -0.0866], [0.1408, 0.0567, 0.0370], [-0.1788, -0.0108, 0.0636], [-0.0133, 0.1552, -0.0597], [-0.0893, -0.1104, -0.0131], [-0.0355, 0.1932, 0.0684], [-0.1061, 0.0312, 0.1362], [0.0813, -0.0255, 0.1294], [-0.0131, 0.0122, -0.0340], [0.0824, -0.0093, 0.1026], [0.0328, -0.1151, 0.0480], [-0.0855, -0.0418, -0.0460], [-0.0310, 0.0917, -0.0883], [-0.0294, 0.0749, -0.0619], [0.0228, -0.0009, 0.0753], [0.0129, -0.0155, -0.0221], [-0.0012, -0.0432, 0.0732], [0.0051, 0.0708, 0.1687], [0.0039, -0.0145, -0.0297], [-0.0232, 0.1285, -0.0751], [0.0078, -0.0237, 0.0078], [0.0297, -0.0937, 0.0446], [0.0293, 0.0009, -0.0457], [-0.0312, -0.0275, -0.0049], [-0.0402, -0.0457, -0.0766], [0.0172, 0.0275, 0.0139], [-0.0274, -0.0951, -0.0749], [0.0585, 0.0442, -0.0373], [-0.0276, -0.0277, 0.0306], [-0.0008, 0.1343, 0.0151], [0.0325, 0.0441, -0.0829], [-0.0184, -0.0543, 0.0377], [-0.0023, -0.0661, -0.0971], [0.0069, 0.0108, 0.0342], [0.0174, 0.0693, 0.0904], [0.0115, -0.0515, 0.0186], [-0.0539, 0.0234, 0.0330], [-0.0730, -0.0471, 0.0413], [0.0295, -0.0018, -0.0234]], "lumo_ev": 0.6, "homo_lumo_gap_ev": 9.56, "homo_energy_ev": -9.00, "smiles": "CCOCC[C@H](Nc1ccncc1)[C@H](OC)C(F)(F)CC[Si](C)(C)c1ccccc1.C[C@@H]1COC(=O)O1.C[C@@H]1COC(=O)O1"}